The following is a quantum chemistry calculation of a gas-phase ion, C4H6NO (charge +1), from the Open Molecules 2025 dataset.

```
! wB97M-V def2-TZVPD RIJCOSX def2/J DEFGRID3
* xyz 1 1
C -1.9529 0.1612 0.0438
C 0.1930 1.2430 -0.0156
C 0.4678 -1.2305 -0.1989
C 0.9973 0.0311 0.1083
N -1.1668 1.0818 -0.0857
O -2.9912 -0.3716 -0.0036
H 0.5886 1.8931 -0.8196
H 0.4886 2.0068 0.8020
H -0.5682 -1.2324 0.2744
H 1.1787 -1.7911 0.5688
H 0.7222 -2.0580 -0.8885
H 2.0429 0.2667 0.2147
*
```

The value obtained for the LUMO energy is -7.4 eV. The value obtained for the total energy is -7771.8167 eV. The energy above the lowest of the compared OMol25 structures with the same formula, charge and spin is 3.081 eV. As for the HOMO-LUMO gap: 0.286 Ha.

***

The following is a quantum chemistry calculation of a molecular structure, C30H49BN7O5Re, from the Open Molecules 2025 dataset.

```
! wB97M-V def2-TZVPD RIJCOSX def2/J DEFGRID3
* xyz 1 4
Re 0.2187 0.5108 0.1806
O -0.9254 0.4528 2.0257
C -1.7921 1.3958 2.7116
C -1.0891 2.7298 2.7602
N -0.5546 3.0092 1.4440
C -1.4489 3.5398 0.4438
C -1.0315 3.0608 -0.9539
O -1.4831 3.5419 -1.9577
O -0.1113 2.1098 -0.9582
C 0.7635 3.5993 1.4770
C 1.7471 2.5170 1.8944
O 2.6021 2.6523 2.7224
O 1.5930 1.3612 1.2398
H -1.2558 -0.4443 2.1758
H -1.9883 0.9978 3.7077
H -2.7251 1.4617 2.1575
H -0.2668 2.6909 3.4759
H -1.7907 3.4938 3.1165
H -1.5073 4.6337 0.4342
H -2.4627 3.1709 0.6221
H 0.8485 4.4466 2.1645
H 1.0412 3.9359 0.4766
C -0.3513 -4.4394 -1.6912
C -0.0106 -3.5022 -0.5859
C 0.2559 -3.7920 0.7369
C 0.5509 -2.5790 1.3619
N 0.4331 -1.5931 0.4549
N 0.1045 -2.1761 -0.7493
B -0.0790 -1.3657 -2.0613
N 1.1971 -0.5627 -2.3312
N 1.7246 0.1593 -1.2856
C 2.9755 0.5437 -1.6728
C 3.1828 0.0808 -2.9710
C 2.0564 -0.6192 -3.3484
C 1.7811 -1.3068 -4.6391
C 4.0657 1.2922 -0.9175
C 5.3608 1.2394 -1.7518
C 4.4157 0.6242 0.4173
C 3.7054 2.7793 -0.8023
N -1.2513 -0.3641 -1.8680
N -1.7968 -0.2873 -0.6166
C -3.0348 0.2324 -0.7768
C -3.2007 0.6090 -2.1081
C -2.0572 0.2015 -2.7758
C -1.6804 0.3339 -4.2050
C -4.1797 0.0876 0.2166
C -5.2995 -0.6522 -0.5542
C -3.8290 -0.7979 1.4330
C -4.7484 1.4505 0.6266
C 0.9056 -2.4477 2.8336
C 1.8567 -3.6031 3.1904
C 1.5940 -1.1264 3.2140
C -0.3924 -2.6236 3.6418
H -0.4229 -5.4506 -1.2981
H 0.4132 -4.4260 -2.4678
H -1.3026 -4.1780 -2.1533
H 0.2632 -4.7708 1.1809
H -0.3084 -2.1101 -2.9581
H 4.0658 0.2088 -3.5664
H 2.7202 -1.5716 -5.1196
H 1.2384 -0.6425 -5.3136
H 1.1905 -2.2098 -4.5051
H 5.6652 0.2147 -1.9647
H 6.1547 1.7129 -1.1757
H 5.2722 1.7863 -2.6909
H 4.7588 -0.3969 0.2387
H 3.5971 0.6071 1.1236
H 5.2371 1.1729 0.8797
H 3.3466 3.1590 -1.7598
H 4.5948 3.3490 -0.5291
H 2.9571 2.9770 -0.0488
H -4.0751 1.0382 -2.5650
H -2.5670 0.4196 -4.8289
H -1.0970 -0.5219 -4.5414
H -1.0815 1.2384 -4.3327
H -4.9477 -1.6212 -0.9110
H -5.6525 -0.0779 -1.4085
H -6.1448 -0.8185 0.1148
H -2.8902 -1.3323 1.2816
H -4.5884 -1.5671 1.5667
H -3.7966 -0.2397 2.3680
H -5.0065 2.0380 -0.2548
H -4.0585 2.0488 1.2261
H -5.6571 1.3119 1.2135
H 2.7853 -3.5249 2.6243
H 1.4156 -4.5791 2.9949
H 2.0994 -3.5515 4.2518
H 2.0385 -0.6080 2.3705
H 2.4054 -1.3202 3.9143
H 0.9102 -0.4364 3.7085
H -0.8717 -3.5795 3.4312
H -1.1213 -1.8366 3.4191
H -0.1752 -2.5740 4.7095
*
```

The value obtained for the LUMO energy (spin up / spin down) is -2.3 / -3.7 eV. The value obtained for the total energy is -55377.8545 eV. The expectation value of S² is 3.77. The energy above the lowest of the compared OMol25 structures with the same formula, charge and spin is 1.124 eV. As for the HOMO-LUMO gap (spin up / spin down): 0.333 / 0.300 Ha.

***

What did we get for F_max? Answer: 4.4; 0.6 eV/A, in the order shown.
What did we get for molecular weight? Answer: 84.098; 784.785 g/mol, in the order shown.